2 unconnected molecules or ions with the total composition C4H10N2O2 in a non-equilibrium geometry, computed with the ωB97M-V functional and the def2-TZVPD basis.

The geometry in XYZ format:
```
18
Properties=species:S:1:pos:R:3
O 0.774 -0.444 -0.172
O -2.302 0.723 0.937
N -1.221 -1.140 1.418
N 1.150 1.706 0.203
C -2.042 -0.420 0.522
C 2.950 0.364 -0.635
C -2.568 -0.930 -0.769
C 1.598 0.509 -0.100
H 3.662 -0.353 -0.131
H -0.949 -2.089 1.409
H 1.536 2.587 -0.011
H 0.148 1.835 0.464
H -3.567 -0.414 -0.893
H -1.940 -0.691 -1.681
H 3.466 1.334 -0.543
H -2.966 -1.956 -0.525
H -0.650 -0.903 2.204
H 2.921 0.283 -1.696
```

Computed properties:
HOMO-LUMO gap   9.9 eV
Highest occupied orbital energy   -0.3328 hartree
M   118.14 u
Charge   0
SMILES string   CC(N)=O.CC(N)=O
Spin multiplicity   1
F_max   5.05 eV/Å

---

A molecular structure, C9H36BF6NO13S2V in a non-equilibrium geometry, computed with the ωB97M-V functional and the def2-TZVPD basis.

The geometry in XYZ format:
```
69
Properties=species:S:1:pos:R:3
V 9.472 -4.221 -10.659
S 6.672 -2.485 -10.676
S 8.206 -1.182 -9.576
F 10.352 -2.487 -12.750
F 12.411 -2.032 -12.189
F 10.798 -0.646 -11.554
F 10.838 -2.618 -10.714
F 9.694 -1.310 -8.855
F 6.676 -3.638 -11.829
O 9.844 -4.400 -8.522
O 7.854 -5.738 -10.247
O 5.649 -1.440 -14.340
O 12.585 -0.430 -9.563
O 6.259 -1.414 -11.592
O 7.749 -3.030 -14.682
O 7.382 -0.225 -3.907
O 7.413 -1.074 -8.329
O 9.686 2.374 -11.049
O 4.659 1.164 -7.726
O 8.933 -4.812 -12.801
O 8.347 0.008 -10.387
O 5.693 -2.996 -9.681
N 8.197 -2.726 -10.413
C 7.504 -0.596 -5.281
C 10.340 2.487 -9.834
C 5.383 1.538 -8.899
C 11.210 -4.076 -8.164
C 6.941 -5.794 -9.173
C 8.086 -2.626 -16.041
C 5.784 -0.243 -15.088
C 8.941 -5.982 -13.756
C 13.653 -1.355 -9.733
B 11.147 -1.907 -11.784
H 9.413 -4.667 -7.707
H 4.772 0.160 -15.125
H 9.403 -5.732 -14.711
H 8.615 -4.096 -13.357
H 6.859 -2.680 -14.596
H 11.334 -3.325 -7.384
H 5.058 2.539 -9.183
H 7.324 -3.045 -16.698
H 9.478 -6.841 -13.353
H 7.153 -1.570 -5.624
H 4.893 1.680 -6.952
H 11.865 -4.887 -7.847
H 7.046 -6.752 -8.664
H 5.091 0.906 -9.738
H 9.270 1.509 -11.039
H 6.507 0.469 -14.689
H 7.156 -5.034 -8.422
H 6.438 1.607 -8.634
H 8.570 -0.576 -5.508
H 13.370 -2.382 -9.964
H 14.366 -1.442 -8.914
H 8.135 -1.541 -16.128
H 11.790 -3.659 -8.988
H 9.057 -3.080 -16.239
H 5.919 -5.786 -9.551
H 11.941 -0.587 -10.259
H 7.061 0.195 -5.887
H 7.628 -6.522 -10.753
H 6.146 -0.471 -16.091
H 8.137 0.338 -3.723
H 14.203 -1.112 -10.642
H 9.595 2.279 -9.065
H 11.185 1.811 -9.701
H 7.930 -6.305 -14.001
H 10.515 3.542 -9.624
H 5.516 -1.269 -13.405
```

Computed properties:
HOMO-LUMO gap (alpha / beta)   3.1 / 4.4 eV
Highest occupied orbital energy (alpha / beta)   -0.4186 / -0.4186 hartree
M   606.26 u
Charge   +1
Spin multiplicity   3
F_max   12.05 eV/Å
⟨S²⟩   2.021

---

A single C4H9N3O molecule in a non-equilibrium geometry, computed with the ωB97M-V functional and the def2-TZVPD basis.

The geometry in XYZ format:
```
17
Properties=species:S:1:pos:R:3
O 0.278 -2.019 1.013
N 1.306 0.210 -1.476
N 0.796 0.214 1.380
N 1.556 1.357 1.111
C 0.666 -0.978 0.551
C 0.247 -0.203 -0.679
C -1.032 -0.243 -1.118
C -2.211 -0.716 -0.338
H 2.452 1.324 1.586
H -1.189 -0.065 -2.177
H -2.955 -1.153 -1.005
H 2.108 0.533 -0.960
H 1.059 2.198 1.404
H -2.697 0.109 0.193
H 1.032 0.835 -2.220
H 0.512 0.081 2.348
H -1.930 -1.483 0.388
```

Computed properties:
HOMO-LUMO gap   8.1 eV
Highest occupied orbital energy   -0.2769 hartree
M   115.14 u
Charge   0
SMILES string   C/C=C(/N)C(=O)NN
Spin multiplicity   1
F_max   5.33 eV/Å

---

A molecular structure, C9H21ClI2N2OPSZr in a non-equilibrium geometry, computed with the ωB97M-V functional and the def2-TZVPD basis.

The geometry in XYZ format:
```
39
Properties=species:S:1:pos:R:3
I 5.974 1.495 -2.922
I 5.417 -1.159 -2.799
Zr -0.018 0.255 -0.783
Cl -2.085 1.233 -0.041
S 0.072 -2.115 -0.043
P -0.608 0.272 -3.251
O 2.900 0.993 -2.179
N 0.570 0.030 1.565
N -0.583 -1.822 2.509
C 0.038 -1.281 1.469
C -0.213 -1.608 3.931
C 0.609 0.302 -4.608
C 1.028 1.770 3.320
C -1.645 1.724 -3.646
C -1.668 -1.151 -3.665
C -0.032 1.101 2.478
C 1.887 0.917 -1.609
C -1.474 -1.546 4.754
H -1.221 -1.390 5.803
H -2.423 1.850 -2.883
H -2.470 -1.248 -2.921
H -2.034 -2.483 4.684
H 0.381 -0.694 3.993
H 0.436 -2.448 4.211
H -1.017 2.623 -3.650
H 0.529 2.465 4.010
H -1.062 -2.066 -3.646
H -0.495 1.827 1.800
H 0.085 0.300 -5.577
H 1.258 -0.580 -4.538
H 1.233 1.200 -4.532
H -2.124 -0.729 4.424
H -2.104 1.596 -4.633
H -2.102 -1.009 -4.664
H -1.101 -2.687 2.315
H 1.617 1.057 3.908
H -0.847 0.637 3.042
H 1.697 2.372 2.692
H 1.595 -0.004 1.683
```

Computed properties:
HOMO-LUMO gap (alpha / beta)   3.3 / 3.3 eV
Highest occupied orbital energy (alpha / beta)   -0.6065 / -0.6067 hartree
M   616.81 u
Charge   +3
Spin multiplicity   1
F_max   7.98 eV/Å

---

A single C5H11NO2 molecule in a non-equilibrium geometry, computed with the ωB97M-V functional and the def2-TZVPD basis.

The geometry in XYZ format:
```
19
Properties=species:S:1:pos:R:3
O -0.994 2.284 0.912
O 0.708 -1.564 1.351
N 0.712 1.625 -0.343
C -0.012 2.593 0.261
C -0.603 -1.870 -1.222
C 0.406 -0.160 1.384
C -0.772 -0.388 -0.923
C 0.459 0.194 -0.130
H -1.163 -2.485 -0.502
H 0.410 -2.209 -1.149
H 1.135 0.448 1.946
H -0.523 0.139 1.887
H 1.515 1.728 -0.939
H -1.087 -2.027 -2.217
H -0.727 0.247 -1.806
H 0.488 -1.888 2.222
H 1.397 -0.293 -0.425
H -1.655 -0.015 -0.430
H 0.307 3.640 0.123
```

Computed properties:
HOMO-LUMO gap   10.5 eV
Highest occupied orbital energy   -0.3552 hartree
M   117.15 u
Charge   0
SMILES string   CC[C@H](CO)NC=O
Spin multiplicity   1
F_max   2.86 eV/Å

---

A molecular structure, C4H2ClN3S in a non-equilibrium geometry, computed with the ωB97M-V functional and the def2-TZVPD basis.

The geometry in XYZ format:
```
11
Properties=species:S:1:pos:R:3
Cl -0.931 -2.330 0.981
S -1.400 1.452 0.668
N -2.191 2.069 -0.619
N -2.253 1.351 -1.656
N 1.455 0.184 2.697
C -1.519 0.265 -1.585
C -0.981 0.029 -0.302
C 0.933 -0.149 1.758
C -0.055 -1.045 0.273
H -1.433 -0.383 -2.430
H 0.584 -1.469 -0.554
```

Computed properties:
HOMO-LUMO gap   9.2 eV
Highest occupied orbital energy   -0.3757 hartree
M   159.60 u
Charge   0
Spin multiplicity   1
F_max   7.83 eV/Å

---

A gas-phase ion, C5H16N3 (charge +1) in a non-equilibrium geometry, computed with the ωB97M-V functional and the def2-TZVPD basis.

The geometry in XYZ format:
```
24
Properties=species:S:1:pos:R:3
N 0.720 -2.144 -1.086
N 0.951 0.154 0.207
N -2.421 0.684 0.317
C -0.033 1.318 0.295
C -1.252 0.976 -0.526
C 0.494 -0.996 1.012
C 0.541 2.633 -0.210
C 1.018 -2.332 0.383
H -0.599 -1.094 0.894
H -0.202 1.461 1.368
H -0.289 -2.137 -1.256
H 0.501 -1.040 2.113
H 1.341 3.063 0.422
H 0.605 -3.303 0.654
H -0.116 3.534 -0.111
H 1.128 -2.854 -1.693
H -1.616 1.722 -1.248
H 0.998 -1.173 -1.328
H 2.077 -2.443 0.570
H 1.852 0.461 0.568
H 0.778 2.797 -1.272
H -2.190 0.169 1.149
H -3.323 0.411 -0.040
H -0.964 0.133 -1.182
```

Computed properties:
HOMO-LUMO gap   9.0 eV
Highest occupied orbital energy   -0.4492 hartree
M   118.20 u
Charge   +1
SMILES string   C[C@@H](CN)NCC[NH3+]
Spin multiplicity   1
F_max   2.52 eV/Å

---

3 unconnected molecules or ions with the total composition C23H28F2N3O2PS in a non-equilibrium geometry, computed with the ωB97M-V functional and the def2-TZVPD basis.

The geometry in XYZ format:
```
60
Properties=species:S:1:pos:R:3
S -4.800 0.562 1.858
P -3.639 -0.223 0.515
F 6.893 0.588 1.999
F 2.619 1.332 -0.120
O -5.110 -2.656 -5.126
O -0.669 1.010 -1.267
N -2.570 -1.064 -3.193
N -4.851 -3.311 -2.865
N -7.094 2.243 -0.565
C -5.876 0.154 -3.267
C -3.470 1.888 -1.366
C 0.190 -0.095 -1.668
C -0.950 1.911 -2.368
C -4.022 0.376 -1.279
C 4.097 1.786 1.658
C 7.483 -0.064 4.185
C 7.313 -0.367 2.843
C -5.453 -2.445 -3.924
C -5.571 0.188 -1.680
C 2.932 1.207 1.180
C -3.170 -0.639 -2.225
C 7.913 -1.056 5.061
C 7.570 -1.640 2.357
C -6.522 -1.285 -3.641
C -6.569 1.246 -1.020
C 3.577 0.949 3.858
C 2.411 0.366 3.365
C 8.011 -2.629 3.231
C -2.515 2.193 -2.625
C 4.418 1.661 3.006
C 8.178 -2.337 4.583
C 2.085 0.500 2.019
H 1.178 0.060 1.619
H -3.827 -3.365 -3.060
H -7.212 -1.658 -2.781
H 1.263 0.115 -1.283
H -2.823 2.081 -0.419
H -2.863 1.691 -3.613
H -0.472 2.933 -2.081
H -6.719 0.929 -3.464
H 8.222 -3.626 2.860
H 7.280 0.941 4.538
H 3.829 0.847 4.909
H 0.143 -0.363 -2.779
H 1.759 -0.192 4.029
H -7.218 -1.127 -4.553
H 4.745 2.328 0.980
H 7.426 -1.851 1.304
H -2.269 0.039 0.844
H -4.950 -2.858 -1.943
H 8.040 -0.831 6.115
H -5.889 -0.853 -1.268
H 8.518 -3.110 5.265
H -5.003 0.467 -3.936
H -2.610 3.334 -2.833
H 5.323 2.117 3.392
H -0.184 -1.034 -1.095
H -3.761 -1.673 0.457
H -4.282 2.698 -1.352
H -0.483 1.615 -3.370
```

Computed properties:
HOMO-LUMO gap   9.3 eV
Highest occupied orbital energy   -0.3380 hartree
M   479.53 u
Charge   0
SMILES string   COCCC[C@@](C#N)([PH2]=S)[C@@H](C#N)CCC(N)=O.Fc1ccccc1.Fc1ccccc1
Spin multiplicity   1
F_max   6.78 eV/Å

---

A molecular structure, C12H36BF4O6S6Y in a non-equilibrium geometry, computed with the ωB97M-V functional and the def2-TZVPD basis.

The geometry in XYZ format:
```
66
Properties=species:S:1:pos:R:3
Y -9.576 -5.725 4.209
S -2.072 -7.760 0.620
S -7.280 -7.425 6.485
S -10.929 -9.202 4.700
S -11.782 -6.829 1.336
S -6.833 -3.401 4.988
S -8.190 -3.411 1.127
F -7.042 -6.150 2.832
F -8.587 -7.324 2.708
F -7.429 -7.088 0.839
F -6.582 -8.262 2.558
O -8.110 -4.302 4.850
O -8.184 -6.901 5.395
O -10.448 -7.748 4.510
O -8.703 -4.352 2.217
O -10.975 -6.277 2.543
O -1.398 -6.503 -0.058
C -5.338 -4.393 5.600
C -6.373 -3.686 1.019
C -8.748 -3.778 -0.562
C -8.415 -8.209 7.552
C -6.849 -2.047 6.291
C -11.873 -9.434 6.221
C -1.937 -8.973 -0.760
C -12.240 -9.619 3.457
C -6.287 -8.745 5.629
C -12.377 -5.434 0.223
C -3.960 -7.689 0.506
C -10.666 -7.813 0.260
B -7.431 -7.247 2.150
H -9.935 -7.219 -0.287
H -5.916 -9.328 6.471
H -12.037 -9.310 2.432
H -8.961 -7.369 7.982
H -11.183 -8.141 -0.642
H -8.884 -8.896 6.848
H -4.247 -7.219 1.446
H -4.398 -8.685 0.441
H -8.200 -3.141 -1.256
H -13.255 -9.338 3.737
H -5.453 -8.415 5.009
H -10.279 -8.686 0.786
H -5.891 -2.882 0.463
H -4.487 -3.744 5.805
H -5.892 -1.541 6.165
H -2.157 -8.552 -1.741
H -13.146 -4.771 0.619
H -5.903 -3.783 1.998
H -7.879 -8.676 8.378
H -12.801 -5.825 -0.702
H -6.947 -2.481 7.286
H -12.918 -9.166 6.069
H -6.114 -4.624 0.528
H -4.309 -7.117 -0.354
H -7.009 -9.363 5.095
H -5.440 -4.901 6.559
H -4.974 -4.926 4.721
H -11.586 -8.673 6.946
H -12.299 -10.706 3.407
H -2.684 -9.734 -0.531
H -8.753 -4.798 -0.947
H -9.777 -3.456 -0.724
H -7.534 -1.225 6.082
H -11.742 -10.439 6.624
H -1.051 -9.607 -0.738
H -11.616 -4.793 -0.223
```

Computed properties:
HOMO-LUMO gap (alpha / beta)   4.1 / 8.5 eV
Highest occupied orbital energy (alpha / beta)   -0.2184 / -0.3794 hartree
M   644.53 u
Charge   +1
Spin multiplicity   2
F_max   7.86 eV/Å
⟨S²⟩   0.750

---

2 unconnected molecules or ions with the total composition CH2N2O in a non-equilibrium geometry, computed with the ωB97M-V functional and the def2-TZVPD basis.

The geometry in XYZ format:
```
6
Properties=species:S:1:pos:R:3
O -1.576 -0.978 -0.235
N 2.718 -0.694 0.296
N 3.240 -0.038 -0.415
C -1.488 0.199 0.024
H -2.389 0.858 0.051
H -0.505 0.653 0.279
```

Computed properties:
HOMO-LUMO gap   11.1 eV
Highest occupied orbital energy   -0.3788 hartree
M   58.04 u
Charge   0
SMILES string   C=O.N#N
Spin multiplicity   1
F_max   1.61 eV/Å

---

6 unconnected molecules or ions with the total composition C14H40O6 in a non-equilibrium geometry, computed with the ωB97M-V functional and the def2-TZVPD basis.

The geometry in XYZ format:
```
60
Properties=species:S:1:pos:R:3
O -2.902 0.946 0.065
O 1.563 -5.360 -4.010
O -1.037 2.265 -1.444
O 3.369 0.823 3.620
O 0.639 -0.132 3.204
O 0.324 0.785 0.492
C 1.077 -0.151 -0.242
C -0.645 -0.303 3.817
C 3.474 1.534 2.361
C -4.648 1.220 -1.549
C 4.950 1.625 2.046
C 2.782 2.864 2.538
C -0.048 -3.790 -3.202
C -3.803 0.226 -0.779
C -1.320 -1.331 2.867
C -1.372 1.057 3.882
C -0.957 3.689 -1.441
C 2.007 -3.011 -4.421
C -2.977 -0.637 -1.745
C 1.455 -4.043 -3.453
H 2.635 0.202 3.547
H -1.307 -0.999 1.828
H -2.423 -1.404 -1.199
H 1.722 2.753 2.753
H 5.138 2.252 1.169
H -0.557 -0.764 4.798
H -0.508 -4.695 -2.803
H -1.408 1.549 2.911
H 1.807 0.385 -0.870
H -3.659 -1.184 -2.399
H 5.564 1.961 2.877
H -0.194 -3.066 -2.394
H 2.992 3.473 1.653
H -0.731 -2.238 2.982
H -2.373 -1.499 3.117
H -5.292 0.679 -2.241
H -4.449 -0.352 -0.115
H -1.824 4.106 -1.957
H 0.530 -0.008 2.251
H -5.276 1.881 -0.948
H 0.477 -0.693 -0.982
H -4.028 1.926 -2.110
H -0.849 1.703 4.588
H 1.715 -0.822 0.333
H -0.608 -3.485 -4.085
H 1.699 -3.268 -5.435
H -2.273 -0.029 -2.309
H -0.204 1.290 -0.156
H 1.998 -3.990 -2.512
H 2.902 0.859 1.715
H 1.669 -2.006 -4.164
H 3.096 -2.967 -4.367
H -2.576 0.531 0.867
H -2.384 0.930 4.272
H 3.247 3.365 3.390
H -1.832 1.941 -0.969
H 5.272 0.634 1.715
H -0.038 3.926 -1.969
H -0.932 4.135 -0.445
H 1.331 -5.290 -4.941
```

Computed properties:
HOMO-LUMO gap   9.9 eV
Highest occupied orbital energy   -0.3423 hartree
M   304.47 u
Charge   0
SMILES string   CC(C)O.CC(C)O.CC(C)O.CC(C)O.CO.CO
Spin multiplicity   1
F_max   2.63 eV/Å

---

2 unconnected molecules or ions with the total composition C2H3BrF2 in a non-equilibrium geometry, computed with the ωB97M-V functional and the def2-TZVPD basis.

The geometry in XYZ format:
```
8
Properties=species:S:1:pos:R:3
Br -0.649 -1.667 1.312
F -2.356 0.185 -0.415
F 0.109 -1.316 -1.186
C 0.642 0.588 0.097
C -0.024 -0.637 -0.136
H 0.506 1.238 -0.734
H 1.682 0.572 0.096
H 0.089 1.037 0.966
```

Computed properties:
HOMO-LUMO gap (alpha / beta)   7.9 / 7.9 eV
Highest occupied orbital energy (alpha / beta)   -0.3549 / -0.3549 hartree
M   144.95 u
Charge   0
Spin multiplicity   1
F_max   3.70 eV/Å